[1]
Density functional theory data (wB97M-V/def2-TZVPD) for C54H55Ge2MoS5Se as an isolated structure.

**Total charge**: -1
**Relative energy (zero: lowest compared OMol25 entry of this formula, charge and spin)**: 0.0000 eV
**Orbital gap (spin up / spin down)**: 6.406 / 7.423 eV
**Molecular weight**: 1184.5 g mol⁻¹
**Multiplicity**: 3
**Largest force on an atom**: 0.43 eV/A

Geometry as XYZ:
```
118
Properties=species:S:1:pos:R:3:mulliken_spin:R:1
Mo 1.259 -0.155 -0.753 1.9269
Se 0.871 -0.391 -2.974 0.0213
Ge 4.310 1.625 -0.103 -0.0314
Ge 1.933 3.274 0.046 0.0103
S 3.281 2.868 -1.683 0.0140
S 0.295 -1.803 0.728 0.0347
S 3.533 -0.432 -0.154 -0.0199
S 0.360 1.746 0.247 -0.0196
S 3.502 2.846 1.585 0.0121
C -2.632 -4.898 -0.937 0.0182
C 5.925 4.486 -3.797 -0.0007
C 6.974 0.944 0.886 0.0007
C 1.134 5.071 0.153 0.0241
C 1.406 4.748 3.498 0.0047
C 6.365 2.472 -2.561 0.0058
C 1.012 4.275 -4.414 0.0023
C 2.051 5.487 2.508 -0.0027
C 2.074 4.499 4.696 -0.0002
C 4.707 0.231 4.448 -0.0018
C -0.845 3.912 -2.376 -0.0065
C 0.778 7.182 1.285 0.0000
C 0.052 7.662 0.211 0.0005
C 9.019 0.958 -0.391 0.0006
C 5.283 1.470 4.212 0.0003
C 6.709 4.709 -1.431 0.0012
C 1.318 5.897 1.271 -0.0080
C 6.672 3.080 2.908 -0.0008
C 8.343 1.534 -1.451 -0.0002
C -2.227 -3.855 -1.756 -0.0124
C -0.822 -2.960 -0.008 -0.0204
C 5.502 3.744 -4.898 0.0000
C 3.365 5.931 2.702 0.0016
C 3.754 0.037 5.594 -0.0001
C 6.196 -1.785 1.595 -0.0060
C 6.067 1.711 3.090 0.0035
C -1.931 3.744 -1.346 0.0010
C 3.988 5.686 3.915 -0.0044
C 5.867 1.715 -3.618 0.0003
C 6.274 0.672 2.176 0.0046
C 0.019 4.204 3.284 -0.0100
C 5.816 -0.619 2.466 0.0028
C 8.332 0.672 0.778 -0.0008
C 3.351 4.982 4.932 -0.0010
C 2.234 6.026 -3.104 0.0005
C 6.980 1.815 -1.367 -0.0034
C -1.237 -4.015 0.814 0.0207
C -0.130 6.852 -0.897 -0.0004
C 4.037 4.769 6.254 0.0001
C 5.728 0.217 -3.533 -0.0041
C -0.014 3.351 -4.588 -0.0051
C 5.016 -0.812 3.584 0.0057
C -0.939 3.199 -3.570 -0.0038
C 5.440 2.368 -4.775 0.0009
C -1.336 -2.893 -1.300 0.0068
C 4.115 6.597 1.582 0.0018
C 6.346 3.874 -2.628 -0.0008
C 6.277 1.507 -0.197 0.0075
C 0.227 4.787 -2.200 0.0129
C -0.083 2.522 -5.839 0.0028
C 0.406 5.569 -0.940 -0.0033
C -2.130 -4.969 0.356 -0.0104
C 1.142 5.000 -3.242 -0.0043
C 5.154 4.428 -6.193 0.0000
H 7.265 -1.994 1.675 0.0002
H 5.649 -2.679 1.893 -0.0019
H 4.182 0.387 6.535 0.0000
H 5.064 1.775 -5.602 -0.0005
H 4.604 -1.798 3.771 -0.0001
H -3.325 -5.647 -1.300 0.0017
H -0.846 -4.079 1.821 -0.0011
H 6.865 5.750 -1.717 -0.0001
H 6.234 -0.272 -4.369 0.0002
H -1.702 4.256 -0.413 -0.0012
H 5.155 6.766 1.861 -0.0001
H 7.607 4.344 -0.932 0.0000
H 4.101 5.965 0.690 0.0004
H 0.092 3.132 -6.728 0.0001
H 4.672 -0.061 -3.571 0.0025
H 3.483 -1.012 5.710 0.0000
H 2.854 6.026 -3.998 0.0001
H -2.083 2.690 -1.120 0.0005
H 7.240 3.354 3.801 0.0003
H -0.633 4.936 2.806 -0.0006
H 2.833 0.598 5.420 0.0001
H -0.689 7.209 -1.754 0.0001
H 2.882 5.824 -2.248 0.0000
H 5.049 4.385 6.117 0.0000
H -0.368 8.659 0.237 0.0000
H 1.737 4.423 -5.208 0.0003
H 1.570 3.927 5.468 0.0001
H -1.028 -2.089 -1.956 0.0192
H 0.932 7.798 2.163 0.0000
H -2.430 -5.775 1.015 -0.0005
H 4.488 5.277 -6.032 0.0000
H -2.605 -3.780 -2.769 -0.0001
H 0.676 1.738 -5.810 -0.0011
H 1.820 7.028 -2.970 0.0000
H -2.871 4.149 -1.731 0.0006
H 4.121 5.707 6.809 0.0000
H 5.900 4.679 -0.695 -0.0005
H 5.930 5.570 -3.856 0.0001
H 0.036 3.318 2.643 0.0074
H 6.134 -0.184 -2.606 0.0003
H -0.428 3.908 4.234 0.0003
H 10.076 0.737 -0.473 0.0000
H 8.866 1.775 -2.369 0.0001
H 5.974 -1.591 0.544 0.0016
H 3.670 7.555 1.303 0.0000
H 4.668 3.741 -6.885 0.0000
H 5.081 2.289 4.894 -0.0006
H 8.848 0.239 1.627 0.0002
H 6.052 4.813 -6.680 0.0000
H 3.487 4.061 6.875 0.0000
H -1.052 2.035 -5.937 -0.0001
H 7.346 3.125 2.054 -0.0003
H 5.006 6.033 4.064 -0.0002
H 5.895 3.832 2.763 -0.0009
H -1.748 2.486 -3.689 0.0052
```

[2]
Density functional theory data (wB97M-V/def2-TZVPD) for C9H18ClILuO3P as an isolated structure in a non-equilibrium geometry.

**Total charge**: +2
**Orbital gap (spin up / spin down)**: 4.419 / 4.392 eV
**Molecular weight**: 542.5 g mol⁻¹
**Largest force on an atom**: 7.75 eV/A

Geometry as XYZ:
```
34
Properties=species:S:1:pos:R:3:mulliken_charge:R:1
Lu -0.612 0.396 0.423 0.9379
I 0.075 3.006 1.012 -0.2298
Cl -2.947 -0.046 -0.007 -0.4902
P 0.106 0.725 -2.186 0.9671
O -0.102 -0.386 2.271 -0.4685
O 3.183 0.256 0.353 -0.1415
O 1.351 -2.423 -0.452 -0.1801
C -1.073 0.657 4.189 -1.0599
C 1.118 -0.736 4.262 -1.2183
C -0.027 -0.157 3.524 0.8986
C -1.012 -2.895 -0.765 -0.9131
C 1.746 1.250 -2.760 -1.3152
C -0.468 -0.421 -3.467 -1.3441
C 0.202 -2.117 -0.503 0.7838
C 2.041 0.278 0.244 0.2265
C -0.933 2.232 -2.543 -1.1947
H -0.996 1.724 3.900 0.2815
H -0.732 -3.922 -1.032 0.3778
H -0.393 0.049 -4.454 0.4579
H -1.515 -0.680 -3.278 0.3509
H -0.406 3.130 -2.184 0.3903
H 2.118 2.059 -2.126 0.3876
H -1.649 -2.916 0.133 0.4029
H 1.209 -1.821 4.081 0.3485
H -1.905 2.147 -2.024 0.3935
H 1.696 1.599 -3.798 0.4298
H 0.139 -1.327 -3.450 0.3882
H -2.090 0.273 3.976 0.3333
H 2.435 0.405 -2.703 0.4007
H 2.059 -0.218 4.004 0.3191
H -1.101 2.296 -3.632 0.4146
H -1.570 -2.446 -1.601 0.2629
H 0.944 -0.568 5.327 0.4051
H -0.895 0.598 5.267 0.3970
```

[3]
Density functional theory data (wB97M-V/def2-TZVPD) for a 2-piece molecular cluster, C3H4ClNOS overall in a non-equilibrium geometry.

**Relative energy (zero: lowest compared OMol25 entry of this formula, charge and spin)**: 4.2486 eV
**Orbital gap**: 8.524 eV
**Molecular weight**: 137.6 g mol⁻¹
**Largest force on an atom**: 5.02 eV/A

Geometry as XYZ:
```
11
Properties=species:S:1:pos:R:3:nbo_charge:R:1
Cl 0.193 -0.931 2.695 -0.2770
S 0.943 -1.316 0.722 1.3362
O 0.601 -2.678 0.405 -0.8622
N 1.526 0.623 -2.965 -0.4648
C -0.335 -0.340 -0.066 -0.1191
C -0.631 1.039 0.372 -0.7229
C 0.944 0.322 -2.033 0.0938
H -1.073 -0.900 -0.620 0.2388
H -1.349 1.017 1.196 0.2636
H 0.259 1.545 0.729 0.2483
H -1.079 1.619 -0.434 0.2653
```

[4]
Density functional theory data (wB97M-V/def2-TZVPD) for C28H37NO5Si2Ti as an isolated structure in a non-equilibrium geometry.

**Total charge**: -1
**Relative energy (zero: lowest compared OMol25 entry of this formula, charge and spin)**: 1.9210 eV
**Orbital gap (spin up / spin down)**: 5.734 / 6.958 eV
**Molecular weight**: 571.6 g mol⁻¹
**Multiplicity**: 2
**Largest force on an atom**: 1.41 eV/A

Geometry as XYZ:
```
74
Properties=species:S:1:pos:R:3:mulliken_spin:R:1
Ti 0.352 0.434 0.162 0.8380
Si -1.751 2.979 0.665 -0.0099
Si 0.102 3.767 -1.723 0.0107
O -1.560 -0.285 0.145 -0.0621
O 0.348 -0.746 1.834 -0.0454
O -0.090 -2.593 -0.132 0.0063
O 0.138 -2.287 3.420 0.0081
O -3.435 -1.487 -0.095 0.0136
N 1.077 1.867 1.677 -0.0128
C 1.175 -0.666 -2.750 -0.0189
C -3.236 2.388 -0.282 0.0002
C 0.135 -1.891 2.149 0.0564
C 3.022 -1.284 0.342 0.0586
C 2.846 3.908 2.054 0.0072
C 3.392 0.922 -0.403 0.0926
C -2.224 -1.336 -0.184 0.0189
C 0.982 -0.944 -4.103 -0.0004
C -2.042 4.814 0.978 -0.0005
C -0.159 -0.492 -4.755 0.0014
C -0.078 2.800 -0.141 0.1060
C 4.389 -1.554 0.277 -0.0134
C 2.455 -0.041 0.011 -0.0970
C -0.155 -3.016 1.188 0.0173
C 5.274 -0.563 -0.125 0.0198
C 1.974 1.803 2.667 0.0174
C -1.866 2.230 2.373 0.0113
C 0.989 2.932 0.856 -0.0440
C -1.376 -2.464 -0.755 0.0029
C -1.104 0.225 -4.028 0.0075
C 0.356 5.629 -1.480 -0.0009
C -0.897 0.469 -2.675 0.0508
C 2.867 2.807 2.920 -0.0037
C -1.425 3.727 -2.801 -0.0001
C 4.760 0.685 -0.467 -0.0100
C 1.551 3.211 -2.751 0.0041
C 0.249 0.050 -1.972 -0.0180
C 1.942 3.975 1.026 -0.0101
H -0.164 6.027 -0.605 -0.0001
H 0.304 -1.501 3.964 -0.0006
H 1.410 5.905 -1.406 0.0001
H -1.181 2.720 3.070 0.0002
H -1.676 1.155 2.390 -0.0018
H 1.977 0.882 3.240 0.0006
H 3.046 1.908 -0.702 0.0167
H -3.252 2.705 -1.324 -0.0001
H -2.006 0.586 -4.513 -0.0003
H -0.046 6.133 -2.366 0.0000
H -1.674 1.005 -2.135 -0.0178
H -1.208 5.255 1.536 0.0000
H 1.615 2.123 -2.806 0.0004
H 5.428 1.475 -0.795 -0.0006
H 0.594 -3.788 1.385 0.0010
H 2.089 -1.023 -2.289 -0.0073
H 4.760 -2.541 0.537 -0.0008
H 2.379 -2.111 0.637 0.0012
H -2.322 4.065 -2.280 0.0001
H -1.240 4.426 -3.624 0.0000
H -1.131 -3.432 1.461 0.0003
H 3.580 2.721 3.727 -0.0005
H 1.436 3.604 -3.769 0.0000
H -4.105 2.834 0.218 0.0000
H 1.732 -1.507 -4.650 -0.0001
H -2.962 4.971 1.554 -0.0001
H -1.172 -2.241 -1.801 0.0000
H -1.621 2.740 -3.225 -0.0002
H -0.310 -0.696 -5.809 0.0003
H -1.926 -3.402 -0.672 -0.0002
H 6.338 -0.758 -0.179 0.0025
H 1.931 4.827 0.373 0.0018
H 3.552 4.720 2.195 0.0009
H -2.894 2.395 2.716 0.0018
H -2.140 5.365 0.036 0.0000
H 2.496 3.592 -2.350 0.0011
H -3.336 1.302 -0.248 -0.0003
```